Density functional theory data (the ωB97M-V functional and the def2-TZVPD basis) for C33H30N3P2RhSe3Te as an isolated structure.

Properties
Gap between HOMO and LUMO (spin up / spin down), eV: 4.720 / 4.722
Maximum force, eV/A: 1.37
HOMO (spin up / spin down), eV: -6.68 / -6.68

ORCA input file:
```
! wB97M-V def2-TZVPD RIJCOSX def2/J DEFGRID3
* xyz 0 1
Rh -0.273 -0.561 0.311
C -2.721 1.898 0.165
P -2.092 1.136 -1.367
C -0.526 1.780 -2.046
C -0.132 3.043 -2.054
C 1.147 3.431 -2.712
C 1.900 2.591 -3.415
C 1.554 1.132 -3.566
C 0.421 0.745 -2.577
C -3.340 1.676 -2.594
C -3.320 1.045 -3.839
C -4.222 1.406 -4.828
C -5.158 2.403 -4.584
C -5.182 3.039 -3.353
C -4.273 2.682 -2.363
C -2.174 1.459 1.497
C -2.514 2.019 2.729
C -1.865 1.250 3.714
C -1.169 0.254 3.036
C -0.198 -0.786 3.521
P 0.972 -1.095 2.116
C 2.515 -0.308 2.701
C 3.453 -0.921 3.533
C 4.566 -0.219 3.972
C 4.745 1.108 3.604
C 3.806 1.734 2.796
C 2.702 1.025 2.340
C 1.317 -2.886 2.061
C 0.246 -3.774 2.181
C 0.426 -5.134 1.980
C 1.678 -5.627 1.635
C 2.742 -4.750 1.480
C 2.561 -3.387 1.684
N -1.376 0.385 1.685
H -3.773 1.607 0.098
H -2.675 2.988 0.075
H -0.746 3.825 -1.618
H 1.440 4.473 -2.659
H 2.778 2.966 -3.930
H 1.412 0.856 -4.616
H -0.109 -0.144 -2.916
H -2.608 0.247 -4.020
H -4.201 0.902 -5.786
H -5.871 2.680 -5.350
H -5.909 3.816 -3.157
H -4.310 3.195 -1.411
H -3.145 2.881 2.886
H -1.881 1.401 4.783
H -0.692 -1.723 3.793
H 0.347 -0.431 4.395
H 3.305 -1.946 3.852
H 5.294 -0.707 4.610
H 5.614 1.655 3.949
H 3.933 2.774 2.523
H 1.966 1.501 1.701
H -0.745 -3.393 2.399
H -0.420 -5.804 2.069
H 1.820 -6.688 1.475
H 3.718 -5.125 1.196
H 3.396 -2.712 1.539
Se -3.699 -1.413 2.743
Se -3.746 -3.576 2.374
Te -3.344 -4.158 0.054
Se -2.192 -1.007 -1.160
N 1.682 -1.792 -1.964
C 2.365 -1.304 -2.968
C 2.500 0.192 -2.769
C 1.508 0.313 -1.569
N 1.238 -0.996 -1.034
H 1.453 -2.776 -1.863
H 2.829 -1.961 -3.685
H 3.534 0.540 -2.681
H 1.717 1.051 -0.800
*
```

Atom charges from the Löwdin analysis, given in e for atoms 1 to 6: 0.328 -0.266 0.623 -0.297 -0.056 -0.061

=====

Density functional theory data (the ωB97M-V functional and the def2-TZVPD basis) for a 9-piece molecular cluster, C36H74BN3O38PS11 overall.

Properties
Gap between HOMO and LUMO, eV: 6.280
Maximum force, eV/A: 13.24
HOMO, eV: -10.54

ORCA input file:
```
! wB97M-V def2-TZVPD RIJCOSX def2/J DEFGRID3
* xyz 1 1
C -1.721 -4.678 3.167
C -2.375 -3.184 2.951
C -2.801 -2.892 1.363
C -1.746 -1.767 0.812
N -1.986 -1.289 -0.600
C -2.846 -0.050 -0.676
C -1.790 1.224 -0.901
C -1.989 2.441 0.176
C -1.968 1.992 1.752
P -0.166 1.835 2.481
C 0.672 3.513 2.124
C 2.220 3.651 2.635
C 2.794 3.364 4.142
N 3.170 4.016 1.674
N 0.553 0.431 1.660
C 1.675 -0.044 2.285
C 3.163 0.510 1.758
C 1.730 -1.169 3.485
B -0.457 1.559 4.392
O -0.016 2.492 5.446
O -1.215 0.346 4.863
C -2.424 -2.384 -1.540
S -4.016 -2.844 -1.915
S -1.016 -3.336 -2.413
C 0.266 -2.015 -2.780
C 1.190 -1.574 -1.498
C 1.951 -2.818 -0.739
H -2.438 -5.415 3.746
H -1.335 -5.130 2.149
H -0.764 -4.558 3.863
H -3.299 -2.950 3.630
H -1.527 -2.399 3.241
H -2.679 -3.923 0.774
H -3.906 -2.505 1.335
H -0.672 -2.283 0.813
H -1.732 -0.890 1.600
H -3.575 -0.008 -1.602
H -3.512 0.069 0.280
H -2.018 1.692 -1.976
H -0.668 0.892 -0.929
H -3.033 2.977 -0.013
H -1.171 3.265 -0.099
H -2.445 2.901 2.362
H -2.625 1.058 2.008
H 0.642 3.798 0.988
H 0.031 4.340 2.696
H 3.911 3.674 4.316
H 2.739 2.201 4.402
H 2.172 3.896 5.009
H 4.110 4.061 2.163
H 3.794 0.752 2.739
H 3.071 1.426 1.033
H 3.690 -0.399 1.194
H 2.775 -1.082 4.056
H 1.750 -2.255 2.990
H 0.810 -1.164 4.207
H 0.091 2.039 6.338
H -1.319 -0.263 4.054
H 1.009 -2.415 -3.611
H -0.321 -1.036 -3.129
H 0.631 -0.945 -0.679
H 2.037 -0.854 -1.931
H 1.579 -3.864 -1.110
H 3.122 -2.660 -0.905
H 1.795 -2.706 0.437
C -7.045 3.688 -0.860
C -7.829 3.458 0.429
O -7.568 2.103 0.787
S -6.063 1.706 0.301
O -5.172 1.847 1.432
O -6.141 0.503 -0.494
O -5.822 2.973 -0.696
H -7.573 3.267 -1.722
H -6.846 4.748 -1.038
H -8.901 3.624 0.301
H -7.456 4.098 1.236
C 6.988 -3.643 -2.319
C 7.841 -2.753 -1.419
O 7.312 -1.439 -1.584
S 5.709 -1.545 -1.866
O 5.016 -1.327 -0.616
O 5.408 -0.808 -3.072
O 5.659 -3.139 -2.205
H 7.297 -3.555 -3.366
H 7.025 -4.693 -2.016
H 8.899 -2.780 -1.689
H 7.727 -3.033 -0.366
C 10.152 1.166 0.026
C 9.369 0.936 1.316
O 9.629 -0.420 1.673
S 11.135 -0.816 1.188
O 12.025 -0.676 2.318
O 11.057 -2.019 0.392
O 11.376 0.451 0.190
H 9.625 0.745 -0.836
H 10.351 2.226 -0.152
H 8.297 1.102 1.187
H 9.742 1.575 2.123
C -4.685 -3.820 -5.571
C -3.197 -3.492 -5.486
O -2.656 -3.882 -6.746
S -3.790 -3.668 -7.899
O -3.544 -2.396 -8.542
O -3.936 -4.904 -8.631
O -5.071 -3.497 -6.906
H -4.863 -4.889 -5.415
H -5.277 -3.246 -4.853
H -2.700 -4.023 -4.671
H -3.038 -2.415 -5.369
C -4.838 4.009 -4.966
C -3.435 3.468 -5.230
O -3.043 2.837 -4.013
S -4.367 2.220 -3.286
O -4.452 0.816 -3.621
O -4.412 2.710 -1.928
O -5.483 3.021 -4.164
H -4.799 4.941 -4.392
H -5.397 4.175 -5.890
H -2.729 4.257 -5.500
H -3.449 2.706 -6.017
C -5.831 1.006 -9.989
C -4.352 1.072 -9.621
O -4.057 2.463 -9.508
S -5.384 3.244 -8.970
O -5.255 3.421 -7.541
O -5.672 4.332 -9.875
O -6.457 2.047 -9.239
H -5.983 1.215 -11.053
H -6.275 0.038 -9.741
H -3.714 0.603 -10.373
H -4.167 0.608 -8.646
C 7.469 0.160 6.004
C 8.008 -1.171 6.521
O 8.739 -1.727 5.431
S 9.393 -0.514 4.558
O 10.765 -0.341 4.982
O 9.012 -0.689 3.176
O 8.509 0.702 5.190
H 6.587 0.010 5.373
H 7.222 0.849 6.816
H 7.211 -1.849 6.836
H 8.704 -1.018 7.352
C 4.281 3.320 7.807
C 3.498 3.090 9.096
O 3.758 1.734 9.454
S 5.264 1.338 8.968
O 6.154 1.478 10.099
O 5.185 0.135 8.173
O 5.504 2.605 7.971
H 3.754 2.899 6.945
H 4.480 4.380 7.628
H 2.425 3.256 8.968
H 3.870 3.729 9.903
C -9.022 -2.355 -0.174
C -7.688 -2.795 -0.771
O -8.022 -3.780 -1.747
S -9.476 -3.416 -2.390
O -9.255 -2.712 -3.634
O -10.327 -4.578 -2.284
O -9.939 -2.329 -1.266
H -9.385 -3.084 0.558
H -8.959 -1.370 0.295
H -7.011 -3.210 -0.020
H -7.194 -1.964 -1.286
*
```

Atom charges from the Löwdin analysis, given in e for atoms 1 to 6: -0.135 -0.238 -0.186 -0.203 -0.211 -0.169

=====

Density functional theory data (the ωB97M-V functional and the def2-TZVPD basis) for C3H8BeO3 as an isolated structure.

Properties
Energy above the lowest of the compared OMol25 structures with the same formula, charge and spin, eV: 1.884
Gap between HOMO and LUMO, eV: 8.350
Maximum force, eV/A: 3.92
HOMO, eV: -8.71

ORCA input file:
```
! wB97M-V def2-TZVPD RIJCOSX def2/J DEFGRID3
* xyz 0 1
O 1.102 -0.916 -3.105
C 2.030 -1.742 -2.432
C 1.587 -1.975 -0.991
O 1.666 -0.631 -0.342
C 1.691 -0.703 1.061
Be 0.360 -0.828 -1.399
H 3.040 -1.277 -2.467
H 2.116 -2.742 -2.906
H 2.258 -2.667 -0.462
H 2.680 -1.060 1.391
H 1.445 0.286 1.467
H 0.958 -1.435 1.445
O -0.753 -0.312 0.314
H -1.563 -0.200 -0.190
H -0.307 -1.194 -0.055
*
```

Atom charges from the Löwdin analysis, given in e for atoms 1 to 6: -0.236 -0.373 -0.157 -0.268 -0.105 0.382

=====

Density functional theory data (the ωB97M-V functional and the def2-TZVPD basis) for a single C4H6FNS molecule.

Properties
Energy above the lowest of the compared OMol25 structures with the same formula, charge and spin, eV: 2.000
Gap between HOMO and LUMO, eV: 8.434
Maximum force, eV/A: 2.11
HOMO, eV: -8.93

ORCA input file:
```
! wB97M-V def2-TZVPD RIJCOSX def2/J DEFGRID3
* xyz 0 1
F -0.093 2.099 -0.418
C 0.780 1.411 0.430
C 1.153 0.013 0.014
S 2.732 -0.372 -0.182
C 0.056 -0.957 -0.150
C -1.238 -0.508 -0.722
N -1.120 -0.694 0.728
H 0.196 1.241 1.360
H 1.685 2.012 0.663
H 0.418 -1.961 -0.406
H -1.342 0.551 -0.961
H -1.820 -1.179 -1.366
H -1.407 -1.657 1.010
*
```

Atom charges from the Löwdin analysis, given in e for atoms 1 to 6: -0.059 -0.236 -0.712 0.750 -0.349 -0.125

=====

no.,E (eV)
1,-264093.5213
2,-249931.7720
3,-9781.4601
4,-19286.0274